No. 1
Formula: C2H8OS2
Source: the Open Molecules 2025 dataset
Level of theory: wB97M-V/def2-TZVPD

The geometry in XYZ format:
```
13
C2H8OS2 | the Open Molecules 2025 dataset | wB97M-V/def2-TZVPD
C -0.70 -0.38 -3.41
C -1.09 -0.89 -2.04
O -1.87 -2.06 -2.22
H -1.37 0.41 -3.75
H 0.31 0.03 -3.55
H -0.64 -1.20 -4.13
H -1.68 -0.13 -1.51
H -0.24 -1.09 -1.38
H -1.64 -2.76 -1.59
S 0.78 -0.13 2.33
S 1.04 1.71 1.47
H 1.48 -0.03 3.46
H 0.23 2.64 2.02
```

Properties
SMILES string = CCO.SS
LUMO energy = 0.17 eV
Strongest force on any atom = 1.2 eV/Å
Charge = 0
Relative energy (zero: lowest compared OMol25 entry of this formula, charge and spin) = 24.55 kcal per mole
DFT total energy = -25920.871 eV
Multiplicity = 1

No. 2
Formula: C34H57F4N4O2ReSSi3
Source: the Open Molecules 2025 dataset
Level of theory: wB97M-V/def2-TZVPD

The geometry in XYZ format:
```
106
C34H57F4N4O2ReSSi3 | the Open Molecules 2025 dataset | wB97M-V/def2-TZVPD
Re 0.26 0.17 0.10
C 3.09 1.01 1.95
C 3.41 0.23 0.69
N 2.39 -0.75 0.21
C 2.90 -1.40 -1.05
C 3.67 -0.55 -2.05
C 2.21 -1.86 1.17
C 1.32 -1.49 2.35
N 0.19 -0.71 1.85
C -0.93 -0.64 2.71
C -2.21 -0.59 2.15
F -2.32 -0.65 0.81
C -3.36 -0.58 2.91
F -4.55 -0.57 2.30
C -3.30 -0.60 4.29
C -2.05 -0.66 4.86
F -1.93 -0.68 6.19
C -0.89 -0.69 4.10
F 0.28 -0.72 4.76
H 3.73 1.89 1.99
H 3.27 0.44 2.86
H 2.05 1.36 1.95
H 4.35 -0.32 0.83
H 3.55 0.94 -0.11
H 2.03 -1.83 -1.54
H 3.56 -2.22 -0.75
H 3.12 0.34 -2.35
H 3.84 -1.16 -2.93
H 4.65 -0.25 -1.67
H 3.18 -2.21 1.53
H 1.73 -2.68 0.62
H 1.87 -0.94 3.11
H 0.96 -2.41 2.81
H -4.19 -0.57 4.89
C 2.64 5.95 0.77
C 1.65 5.80 -0.38
N 1.73 4.47 -0.98
C 2.68 4.31 -2.08
C 2.02 4.40 -3.45
C 1.01 3.46 -0.47
S 1.24 1.90 -1.23
N 0.24 3.74 0.56
C -0.69 2.98 1.14
O -1.05 1.82 0.82
C -1.38 3.61 2.30
C -2.29 2.86 3.04
C -2.92 3.41 4.14
C -2.65 4.72 4.51
C -1.75 5.48 3.77
C -1.11 4.93 2.67
H 2.59 6.96 1.18
H 3.66 5.76 0.43
H 2.40 5.24 1.56
H 1.86 6.53 -1.17
H 0.64 5.96 -0.03
H 3.21 3.36 -1.98
H 3.42 5.11 -1.97
H 1.29 3.60 -3.57
H 2.76 4.31 -4.23
H 1.50 5.36 -3.56
H -2.50 1.84 2.75
H -3.62 2.82 4.71
H -3.14 5.16 5.37
H -1.54 6.50 4.06
H -0.41 5.51 2.10
C -1.78 0.85 -2.20
O -0.90 -0.25 -1.90
Si -0.69 -1.55 -2.98
C 0.83 -1.11 -4.01
C -2.12 -1.67 -4.21
C -0.69 -3.07 -1.92
Si -2.27 -3.42 -0.94
C -3.63 -2.12 -1.06
C -3.07 -4.99 -1.65
C -1.79 -3.69 0.87
Si 0.42 -4.56 -2.28
C 0.40 -5.77 -0.83
C -0.26 -5.30 -3.88
C 2.26 -4.28 -2.62
H -2.71 0.49 -2.64
H -1.30 1.54 -2.90
H -2.02 1.38 -1.28
H 0.51 -0.69 -4.97
H 1.44 -1.99 -4.24
H 1.46 -0.37 -3.53
H -2.58 -0.70 -4.44
H -2.90 -2.34 -3.86
H -1.73 -2.07 -5.15
H -4.15 -2.19 -2.02
H -3.27 -1.10 -0.95
H -4.38 -2.28 -0.28
H -3.47 -4.79 -2.65
H -3.91 -5.30 -1.02
H -2.38 -5.82 -1.73
H -0.86 -3.18 1.12
H -1.67 -4.75 1.09
H -2.57 -3.31 1.54
H -0.56 -6.28 -0.72
H 0.62 -5.27 0.12
H 1.16 -6.54 -0.98
H -1.35 -5.35 -3.89
H 0.12 -6.32 -4.02
H 0.06 -4.71 -4.74
H 2.84 -4.20 -1.70
H 2.49 -3.42 -3.25
H 2.63 -5.17 -3.14
```

Properties
LUMO energy (spin up / spin down) = -2.97 / -3.54 eV
Strongest force on any atom = 1.4 eV/Å
Charge = +1
Relative energy (zero: lowest compared OMol25 entry of this formula, charge and spin) = 0.00 kcal per mole
DFT total energy = -93702.952 eV
Multiplicity = 4

No. 3
Formula: C4H12NOP
Source: the Open Molecules 2025 dataset
Level of theory: wB97M-V/def2-TZVPD

The geometry in XYZ format:
```
19
C4H12NOP | the Open Molecules 2025 dataset | wB97M-V/def2-TZVPD
C -0.18 -2.20 -1.96
C 2.01 -0.33 0.41
C -1.53 0.68 1.96
C -0.27 1.95 -0.30
N -0.29 -0.83 -1.90
O 0.79 -0.01 1.19
P -0.57 0.35 0.38
H 0.60 -2.84 -1.50
H -0.13 -2.43 -3.07
H -1.26 -2.43 -1.70
H 2.53 0.65 0.33
H 1.60 -0.70 -0.54
H 2.72 -0.87 1.02
H -2.48 1.31 1.63
H -1.97 -0.13 2.51
H -0.93 1.09 2.84
H -1.19 2.45 -0.46
H 0.34 2.46 0.44
H 0.21 1.82 -1.25
```

Properties
LUMO energy (spin up / spin down) = -0.19 / 0.31 eV
Strongest force on any atom = 2.9 eV/Å
Charge = 0
Relative energy (zero: lowest compared OMol25 entry of this formula, charge and spin) = 162.85 kcal per mole
DFT total energy = -17163.884 eV
Multiplicity = 1

No. 4
Formula: C4H14N4S
Source: the Open Molecules 2025 dataset
Level of theory: wB97M-V/def2-TZVPD

The geometry in XYZ format:
```
23
C4H14N4S | the Open Molecules 2025 dataset | wB97M-V/def2-TZVPD
C -1.05 2.36 -0.57
C -0.42 -1.32 0.96
C -2.12 -2.05 -0.66
C 2.83 0.88 0.69
N -0.77 1.12 0.08
N -1.40 -1.07 0.07
N 1.95 0.22 -0.30
N -1.64 0.15 -0.32
S 2.20 -1.50 -0.35
H -2.16 2.50 -0.45
H -0.59 3.14 -0.14
H -0.77 2.40 -1.57
H -0.51 -2.35 1.37
H -0.49 -0.66 1.79
H 2.10 0.51 -1.20
H -2.92 -1.60 -1.25
H -1.43 -2.45 -1.43
H -2.59 -2.90 -0.01
H 3.81 1.19 0.43
H 2.26 1.80 0.94
H 2.85 0.05 1.38
H 0.25 0.92 0.11
H 0.60 -1.34 0.42
```

Properties
LUMO energy (spin up / spin down) = -0.20 / -0.20 eV
Strongest force on any atom = 4.7 eV/Å
Charge = 0
Relative energy (zero: lowest compared OMol25 entry of this formula, charge and spin) = 0.00 kcal per mole
DFT total energy = -21165.537 eV
Multiplicity = 1

No. 5
Formula: C2H3Cl3NO2P
Source: the Open Molecules 2025 dataset
Level of theory: wB97M-V/def2-TZVPD

The geometry in XYZ format:
```
12
C2H3Cl3NO2P | the Open Molecules 2025 dataset | wB97M-V/def2-TZVPD
C -1.54 -2.01 -0.31
C -0.03 -0.28 0.12
N -2.47 1.45 1.10
O -2.12 -3.01 -0.35
O -0.54 -1.61 0.43
P -3.53 0.61 0.49
Cl -4.82 1.30 -0.94
Cl -4.35 -1.12 1.13
Cl -2.27 -0.62 -1.51
H -0.82 0.46 0.36
H 0.37 -0.33 -0.99
H 0.75 -0.30 0.92
```

Properties
LUMO energy = -1.00 eV
Strongest force on any atom = 2.7 eV/Å
Charge = 0
Relative energy (zero: lowest compared OMol25 entry of this formula, charge and spin) = 97.97 kcal per mole
DFT total energy = -54561.988 eV
Multiplicity = 1

Question: Which of these has the lowest strongest force on any atom?
Answer: C2H8OS2

Question: Which value of multiplicity does entry 4 give?
Answer: 1

Question: Number 1 is which compound?
Answer: C2H8OS2